1.
93
Properties=species:S:1:pos:R:3 method="wB97M-V/def2-TZVPD" total_charge=+1 multiplicity=5 lumo_energy_ev="-2.80 / -4.13" largest_force_ha_per_bohr=0.1414 s2=6.170 homo_ev="-8.923 / -10.175" gap_ev="6.120 / 6.045"
C -1.8507 -1.9675 -1.7439
C 0.2961 -2.0328 -2.6800
C -2.2553 -2.9928 -2.5891
C -0.1511 -2.8978 -3.7284
C -1.4104 -3.4480 -3.6100
H -3.2425 -3.4101 -2.4262
H 0.5705 -3.1881 -4.5079
H -1.7639 -4.2054 -4.3007
N -0.5946 -1.4958 -1.7657
P -2.3463 0.3033 -0.1567
P 2.0950 -0.8901 -0.9367
C -2.8495 -1.3568 -0.7792
H -3.8274 -1.2782 -1.2736
H -3.0209 -2.0467 0.0592
C 0.4026 0.7979 0.9620
O 0.7482 1.4856 1.8739
C 1.6860 -1.8659 -2.4073
H 2.2920 -1.6971 -3.2742
C 3.5276 0.5303 -1.0227
C 2.9018 -2.5685 -0.3779
C -3.2068 1.4460 -1.3777
C -3.2221 0.4802 1.5228
C 3.0838 1.8991 -0.4892
H 2.7375 1.8611 0.5490
H 3.9676 2.5602 -0.5038
H 2.3005 2.3564 -1.0969
C 4.7450 0.1662 -0.1715
H 4.4659 0.0978 0.8895
H 5.2594 -0.7485 -0.4843
H 5.4754 0.9891 -0.2339
C 3.8266 0.6434 -2.5101
H 4.5184 1.4807 -2.6842
H 4.2606 -0.2716 -2.9299
H 2.9183 0.8879 -3.0791
C 3.5359 -2.5199 1.0024
H 2.8050 -2.1423 1.7313
H 3.8078 -3.5496 1.2927
H 4.4491 -1.9208 1.0594
C 1.7295 -3.5688 -0.2798
H 0.9635 -3.1827 0.4084
H 1.2535 -3.7578 -1.2471
H 2.0676 -4.5491 0.0845
C 3.9357 -2.9712 -1.4669
H 3.9167 -2.3453 -2.3692
H 4.9783 -2.9318 -1.1200
H 3.7139 -3.9900 -1.8156
C -3.0281 1.9216 2.0370
H -3.4017 2.0037 3.0740
H -1.9667 2.2076 2.0427
H -3.5946 2.6455 1.4351
C -2.5133 -0.5033 2.4758
H -2.6287 -1.5471 2.1392
H -1.4321 -0.2831 2.5307
H -2.9163 -0.4343 3.5065
C -4.7330 0.1426 1.5885
H -5.0233 0.0005 2.6472
H -5.3700 0.9512 1.2095
H -4.9675 -0.7876 1.0551
C -2.9303 0.9486 -2.8174
H -3.5164 1.5727 -3.5169
H -1.8666 1.0440 -3.0688
H -3.2460 -0.0938 -2.9547
C -2.6037 2.8652 -1.2431
H -1.5286 2.8397 -1.4607
H -3.0781 3.5307 -1.9913
H -2.7269 3.3044 -0.2405
C -4.7444 1.5226 -1.2355
H -5.2035 0.5271 -1.1474
H -5.0690 2.1583 -0.3985
H -5.1481 1.9757 -2.1588
Fe -0.0205 0.0909 -0.6077
N 0.1816 1.4790 -1.7950
C 0.1654 2.2278 -2.7409
C 0.7108 2.3111 -4.0798
C 0.7292 3.5889 -4.6534
C 1.0583 1.2191 -4.9359
C 0.9084 3.7875 -6.0517
H 0.5252 4.4268 -4.0012
C 1.2843 1.4261 -6.3229
H 1.1503 0.1858 -4.5959
C 1.1730 2.6944 -6.8985
H 0.8407 4.7969 -6.4305
H 1.5391 0.5983 -6.9814
H 1.2841 2.8671 -7.9878
C 0.1287 -3.2239 3.5518
S 0.5338 -1.6922 2.6888
C 1.3689 -1.0044 4.1328
H -0.2281 -2.9779 4.5593
H -0.6342 -3.7770 2.9984
H 1.0583 -3.8019 3.6041
H 0.6165 -0.6906 4.8675
H 1.9915 -1.8088 4.5481
H 1.9857 -0.1547 3.8307

2.
86
Properties=species:S:1:pos:R:3 method="wB97M-V/def2-TZVPD" total_charge=+2 de_lowest_kcal_mol=28.4 multiplicity=1 lumo_energy_ev=-7.01 largest_force_ha_per_bohr=0.0640 homo_ev=-12.834 gap_ev=5.826
Hf -0.2578 0.3875 -0.6727
C 1.5089 0.2379 4.1514
C 0.1218 0.3389 3.5290
C -0.5151 -1.0455 3.4815
P 0.1738 1.1432 1.8300
C 0.2249 2.9904 2.1725
C 1.1365 3.5349 3.2679
C -1.2242 3.3636 2.5105
C 1.7943 0.5313 1.1889
C 2.9967 1.2134 1.3180
C 4.2004 0.6549 0.9047
C 5.4914 1.3871 1.0763
C 4.1634 -0.6192 0.3439
C 2.9733 -1.2963 0.1477
C 1.7553 -0.7430 0.5482
N 0.4682 -1.2353 0.2465
C 0.2104 -2.5117 -0.2693
C 0.9382 -3.6624 0.0514
C 0.6346 -4.8844 -0.5159
C -0.4117 -5.0372 -1.4254
C -0.6937 -6.3562 -2.0648
C -1.2093 -3.9292 -1.6738
C -0.9334 -2.6934 -1.0946
P -2.0771 -1.2918 -1.1957
C -2.8254 -1.3585 0.5242
C -3.6296 -2.6022 0.8818
C -3.5876 -0.0610 0.7859
C -3.2894 -1.4170 -2.6055
C -3.6594 0.0149 -3.0056
C -4.5368 -2.2458 -2.3162
H 1.4005 -0.0008 5.2059
H 2.0813 1.1548 4.0758
H 2.0800 -0.5598 3.6860
H -0.5090 1.0109 4.1206
H -0.0119 -1.6728 2.7476
H -1.5750 -0.9914 3.2476
H -0.4064 -1.5189 4.4559
H 0.5006 3.4505 1.2102
H 0.8483 3.1633 4.2465
H 1.0247 4.6172 3.2897
H 2.1876 3.3246 3.1011
H -1.5303 2.9096 3.4492
H -1.9199 3.0515 1.7320
H -1.3107 4.4394 2.6286
H 3.0034 2.2063 1.7434
H 5.3344 2.3730 1.5082
H 6.0018 1.4950 0.1206
H 6.1559 0.8276 1.7337
H 5.0847 -1.0823 0.0245
H 2.9898 -2.2472 -0.3594
H 1.7289 -3.5958 0.7821
H 1.2225 -5.7465 -0.2435
H 0.1894 -6.7312 -2.5799
H -1.5081 -6.2812 -2.7803
H -0.9645 -7.0936 -1.3100
H -2.0639 -4.0308 -2.3295
H -1.9074 -1.3583 1.1383
H -4.6432 -2.5545 0.5014
H -3.6883 -2.6868 1.9645
H -3.1499 -3.4992 0.4994
H -4.5281 -0.0439 0.2380
H -2.9789 0.8088 0.4925
H -3.8264 0.0261 1.8437
H -2.7164 -1.8817 -3.4199
H -4.2094 0.5165 -2.2103
H -4.2962 -0.0064 -3.8871
H -2.7726 0.6033 -3.2454
H -5.1925 -1.7351 -1.6157
H -4.2968 -3.2298 -1.9217
H -5.0875 -2.3774 -3.2465
O 1.0890 0.2046 -4.2286
S 1.0451 1.0443 -3.0961
O 1.5419 0.4576 -1.8181
N -0.4692 1.4093 -2.5495
C -0.3873 2.6233 -1.9755
S -1.4736 3.0045 -0.7713
C 0.7587 3.4355 -2.3663
C 1.0294 4.7571 -2.0315
C 2.2217 5.3089 -2.4790
C 3.1026 4.5800 -3.2646
C 2.8463 3.2484 -3.5883
C 1.6757 2.7030 -3.1245
H 0.3270 5.3281 -1.4430
H 2.4676 6.3253 -2.2218
H 4.0052 5.0440 -3.6254
H 3.5378 2.6652 -4.1748

3.
124
Properties=species:S:1:pos:R:3 method="wB97M-V/def2-TZVPD" total_charge=0 de_lowest_kcal_mol=0.0 multiplicity=1 lumo_energy_ev=0.31 largest_force_ha_per_bohr=0.0130 homo_ev=-7.712 gap_ev=8.027
Sc 0.5088 -0.0641 -0.0451
F -4.5569 1.5334 -5.0277
C -3.4428 1.6169 -4.2926
C -3.0213 0.5373 -3.5369
F -3.7210 -0.6042 -3.5333
C -1.8863 0.6651 -2.7624
F -1.5069 -0.3977 -2.0095
C -1.1235 1.8193 -2.6913
S 0.3206 1.9387 -1.7007
C -1.5779 2.8850 -3.4628
F -0.9207 4.0498 -3.4631
C -2.7133 2.7933 -4.2519
F -3.1203 3.8477 -4.9644
C -4.6135 -5.7634 0.5428
C -3.2085 -6.3080 0.2579
C -3.2952 -7.2756 -0.9204
C -2.7165 -7.0838 1.4854
C -2.2624 -5.1398 -0.0295
C -2.0135 -4.1981 0.9634
C -1.1658 -3.1432 0.6963
Br -0.8414 -1.9024 2.0883
C -0.5429 -2.9396 -0.5419
O 0.2339 -1.8692 -0.7152
C -0.7578 -3.9062 -1.5423
C -1.6210 -4.9635 -1.2489
C 0.0155 -3.8839 -2.8639
C -0.4247 -5.0073 -3.8079
C -0.1613 -2.5693 -3.6331
C 1.4978 -4.1012 -2.5366
H -5.3011 -6.5819 0.7625
H -4.9989 -5.2145 -0.3174
H -4.6112 -5.0865 1.3967
H -3.9602 -8.1018 -0.6661
H -2.3208 -7.6961 -1.1709
H -3.6963 -6.7916 -1.8112
H -3.3861 -7.9190 1.6975
H -2.6852 -6.4546 2.3737
H -1.7144 -7.4818 1.3216
H -2.4753 -4.2724 1.9365
H -1.7851 -5.7008 -2.0158
H -1.4866 -4.9471 -4.0486
H -0.2153 -5.9989 -3.4053
H 0.1304 -4.9136 -4.7426
H -1.2074 -2.4247 -3.9095
H 0.4224 -2.6191 -4.5550
H 0.1610 -1.7011 -3.0665
H 1.6593 -5.1033 -2.1357
H 1.8457 -3.3808 -1.7990
H 2.1088 -3.9907 -3.4347
C 6.8526 4.5683 0.4033
C 5.5303 4.0485 0.8898
C 5.4047 3.4565 2.1383
C 4.1768 2.9903 2.5941
C 3.0656 3.1086 1.7802
C 3.1643 3.7074 0.5259
C 4.3903 4.1705 0.0920
S 1.5076 2.4356 2.2496
O 0.5086 3.1857 1.5409
O 1.4619 2.3544 3.6871
N 1.5192 0.9670 1.5923
C 2.1672 -0.1242 2.1675
C 2.7711 -0.2701 3.4162
C 3.2902 -1.5146 3.7227
C 3.1818 -2.5840 2.8307
C 2.5439 -2.3507 1.6295
N 2.0924 -1.1442 1.3095
H 7.6579 4.3075 1.0880
H 6.8321 5.6546 0.3064
H 7.0976 4.1614 -0.5785
H 6.2778 3.3611 2.7717
H 4.0830 2.5422 3.5727
H 2.2831 3.8020 -0.0954
H 4.4679 4.6387 -0.8818
H 2.8010 0.5456 4.1214
H 3.7690 -1.6615 4.6824
H 3.5620 -3.5666 3.0664
H 2.3875 -3.1326 0.8937
C 3.2579 -1.1506 -1.8715
C 4.6659 -1.3338 -2.4913
N 5.4385 -0.0936 -2.4118
C 4.6607 0.9726 -3.0361
C 3.3345 1.2013 -2.2759
N 3.1423 0.1727 -1.2319
C 4.2624 0.3031 -0.2701
C 5.6211 0.2601 -1.0065
H 3.0564 -1.9027 -1.1071
H 2.4692 -1.2360 -2.6225
H 4.5947 -1.6272 -3.5403
H 5.2221 -2.1163 -1.9705
H 4.4700 0.6939 -4.0746
H 5.2654 1.8817 -3.0472
H 2.4758 1.1666 -2.9449
H 3.3107 2.1756 -1.7867
H 4.2003 -0.5171 0.4379
H 4.1351 1.2369 0.2848
H 6.2860 -0.4716 -0.5424
H 6.1227 1.2293 -0.9641
C -2.0776 1.7434 2.5262
P -2.1672 1.0024 0.8591
C -3.5250 -0.2303 1.0230
C -3.7881 -1.1171 -0.0214
C -4.8131 -2.0446 0.0670
C -5.5883 -2.1236 1.2132
C -5.3262 -1.2632 2.2684
C -4.3091 -0.3243 2.1711
C -2.9594 2.3654 -0.0662
C -2.2878 3.5886 -0.1085
C -2.8399 4.6653 -0.7834
C -4.0580 4.5326 -1.4350
C -4.7246 3.3169 -1.4068
C -4.1812 2.2383 -0.7204
H -1.6843 1.0290 3.2521
H -3.0592 2.0945 2.8410
H -1.3953 2.5899 2.4800
H -3.1884 -1.1029 -0.9185
H -4.9914 -2.7130 -0.7647
H -6.3851 -2.8510 1.2866
H -5.9196 -1.3137 3.1720
H -4.1325 0.3266 3.0139
H -1.3238 3.6947 0.3715
H -2.3077 5.6054 -0.8127
H -4.4838 5.3714 -1.9684
H -5.6725 3.2021 -1.9147
H -4.7192 1.2992 -0.7028

4.
24
Properties=species:S:1:pos:R:3 method="wB97M-V/def2-TZVPD" smiles=C1COCOC1.CCN total_charge=0 de_lowest_kcal_mol=43.6 multiplicity=1 lumo_energy_ev=0.84 largest_force_ha_per_bohr=0.0168 homo_ev=-9.228 gap_ev=10.070
C -2.8419 0.7262 0.9989
C -2.1656 0.7366 2.3617
O -0.8597 1.3056 2.2599
C -0.9443 2.6011 1.7270
O -1.4660 2.6319 0.4246
C -2.8049 2.1353 0.4263
H -2.3032 0.0357 0.3219
H -3.8857 0.3675 1.0845
H -2.0344 -0.2811 2.7772
H -2.7655 1.3209 3.0856
H -1.5512 3.2446 2.3926
H 0.0789 3.0221 1.6933
H -3.4467 2.8113 1.0234
H -3.1574 2.1757 -0.6223
C 3.9379 -2.1686 -1.4518
C 2.6383 -2.8204 -1.9262
N 1.8661 -2.0447 -2.8982
H 4.6100 -1.9942 -2.3088
H 4.4561 -2.8158 -0.7243
H 3.7230 -1.1998 -0.9703
H 2.8665 -3.7990 -2.3906
H 1.9814 -3.0064 -1.0548
H 2.4401 -1.8558 -3.7274
H 1.6281 -1.1287 -2.5022

5.
9
Properties=species:S:1:pos:R:3 method="wB97M-V/def2-TZVPD" total_charge=0 de_lowest_kcal_mol=71.9 multiplicity=1 lumo_energy_ev="-0.13 / -0.13" largest_force_ha_per_bohr=0.0828 homo_ev="-9.431 / -9.432" gap_ev="9.298 / 9.298"
C -0.9031 -0.0608 -0.8567
C 0.2549 0.6487 -1.2835
N -1.9555 0.4200 -0.3256
N 1.5581 0.1542 0.1794
O 0.7811 1.2432 -2.1267
H -0.8185 -1.1810 -0.8434
H -2.4327 -0.3555 0.0898
H 1.1794 0.2701 1.1128
H 1.9458 1.0510 -0.0735

6.
8
Properties=species:S:1:pos:R:3 method="wB97M-V/def2-TZVPD" smiles="S=C(S)C(=S)S" total_charge=0 de_lowest_kcal_mol=21.4 multiplicity=1 lumo_energy_ev=-1.85 largest_force_ha_per_bohr=0.1111 homo_ev=-8.748 gap_ev=6.896
S -1.5242 -0.9593 -0.7493
C -0.4907 -0.3644 0.3415
S -0.4664 -1.1900 1.9163
C 0.6395 0.5285 -0.2767
S 2.0222 0.7529 0.6565
S 0.2818 1.1452 -1.7498
H -1.5079 -2.0902 1.6466
H 1.0456 2.1774 -1.7851

7.
32
Properties=species:S:1:pos:R:3 method="wB97M-V/def2-TZVPD" total_charge=-1 multiplicity=5 lumo_energy_ev="3.09 / 2.06" largest_force_ha_per_bohr=0.2078 s2=6.006 homo_ev="-4.089 / -5.060" gap_ev="7.177 / 7.120"
Co 4.7653 -0.3971 0.2423
C 2.3003 -0.8399 -0.2284
O 1.1429 -1.2855 -0.4740
O 3.1845 -0.7658 -1.1335
O 2.7585 -0.6736 0.8421
C -2.4391 -0.8888 -2.7717
C -1.1012 -1.4034 -3.2175
O -0.2066 -0.3846 -2.9287
H -2.2681 -0.4650 -1.7821
H -3.1930 -1.6735 -2.7091
H -2.6644 -0.0724 -3.4578
H -1.2194 -1.6367 -4.2757
H -0.7715 -2.3363 -2.7602
H 0.3225 -0.6236 -2.1642
C 2.7095 4.6564 2.2074
C 1.9823 3.5826 1.4721
O 2.2603 2.3056 2.0659
H 3.7640 4.4617 2.4034
H 2.2377 4.8609 3.1685
H 2.7332 5.5856 1.6381
H 2.2668 3.5238 0.4215
H 0.8961 3.6717 1.4566
H 3.0978 2.0067 1.7042
C -3.2511 -2.6780 1.6877
C -2.2866 -2.2670 0.6776
O -1.2295 -1.6002 1.3422
H -3.7308 -1.8772 2.2504
H -2.8508 -3.3358 2.4593
H -4.0028 -3.2382 1.1317
H -2.7989 -1.6135 -0.0285
H -1.8866 -3.0723 0.0616
H -0.5210 -1.5267 0.6986

8.
82
Properties=species:S:1:pos:R:3 method="wB97M-V/def2-TZVPD" total_charge=+2 de_lowest_kcal_mol=0.0 multiplicity=2 lumo_energy_ev="-7.01 / -8.46" largest_force_ha_per_bohr=0.0194 s2=0.764 homo_ev="-13.622 / -13.621" gap_ev="6.610 / 5.157"
Ir -0.4034 0.1836 0.2071
C -2.5461 0.0910 3.1115
C -2.6841 -0.8529 1.9733
C -3.6016 -1.8852 1.8989
C -3.3229 -2.5690 0.7308
N -2.2961 -1.9853 0.1301
N -1.8987 -0.9049 0.8589
B -1.4463 -2.4734 -1.0714
N -1.3885 -1.3030 -2.0705
C -1.5521 -1.3074 -3.3964
C -1.0640 -0.1186 -3.9051
C -0.5798 0.5825 -2.8077
C 0.2225 1.8299 -2.7671
N -0.8357 -0.1297 -1.6993
N -0.0062 -2.6925 -0.4950
C 0.7411 -3.7756 -0.2425
C 1.9931 -3.3743 0.1778
C 1.9566 -1.9818 0.1924
C 3.0595 -1.0291 0.5139
N 0.7396 -1.5850 -0.2079
N -2.0756 -3.6573 -1.7361
C -1.6835 -4.9202 -2.0670
C -2.7396 -5.5447 -2.6631
C -3.7782 -4.5867 -2.6712
C -5.1638 -4.7318 -3.2167
N -3.3800 -3.4561 -2.1166
H -3.2156 -0.2239 3.9095
H -2.8104 1.0995 2.8375
H -1.5346 0.1163 3.4999
H -4.3613 -2.1162 2.6259
H -3.7810 -3.4452 0.3045
H -1.9887 -2.1558 -3.8960
H -1.0230 0.1832 -4.9376
H 0.2420 2.3066 -3.7444
H 1.2545 1.6121 -2.4791
H -0.1736 2.5290 -2.0422
H 0.3529 -4.7710 -0.3605
H 2.8304 -4.0052 0.4236
H 3.9968 -1.4050 0.1085
H 3.1804 -0.9174 1.5907
H 2.8679 -0.0447 0.0886
H -0.6857 -5.2866 -1.9065
H -2.7674 -6.5454 -3.0605
H -5.3299 -5.7414 -3.5848
H -5.3304 -4.0328 -4.0361
H -5.9055 -4.5141 -2.4488
O 0.8018 0.2038 1.8526
N 0.8793 0.5640 3.1432
C 1.4265 1.7508 3.4473
C 1.6306 2.0966 4.7647
C 1.2682 1.2098 5.7681
C 0.7203 -0.0169 5.4192
C 0.5401 -0.3263 4.0899
H 1.6919 2.3686 2.6031
H 2.0857 3.0507 4.9900
H 1.4255 1.4631 6.8078
H 0.4437 -0.7465 6.1669
H 0.1632 -1.2715 3.7276
C 1.5417 6.2420 0.5633
C 1.0881 5.7343 -0.6472
C 0.3225 4.5808 -0.6762
C -0.0120 3.9045 0.5068
C 0.4533 4.4423 1.7173
C 1.2198 5.5972 1.7471
Si -1.1927 2.4819 0.6809
C -2.7720 2.6108 -0.3040
C -2.8337 2.7948 -1.6972
C -4.0371 3.0337 -2.3329
C -5.2181 3.0717 -1.6003
C -5.1885 2.8786 -0.2276
C -3.9845 2.6365 0.4123
H 2.1248 7.1531 0.5832
H 1.3203 6.2484 -1.5706
H -0.0428 4.2468 -1.6340
H 0.1719 3.9787 2.6552
H 1.5485 6.0042 2.6947
H -1.5481 2.5506 2.1111
H -1.9396 2.7780 -2.3026
H -4.0566 3.1944 -3.4027
H -6.1588 3.2613 -2.1010
H -6.1030 2.9231 0.3490
H -3.9926 2.5355 1.4858

9.
16
Properties=species:S:1:pos:R:3 method="wB97M-V/def2-TZVPD" total_charge=0 de_lowest_kcal_mol=116.7 multiplicity=1 lumo_energy_ev=0.72 largest_force_ha_per_bohr=0.0073 homo_ev=-7.286 gap_ev=8.006
C 1.1425 2.2256 -0.4941
C -0.7520 0.7148 0.2006
O 0.2866 1.2526 -1.1131
C -0.0843 -0.5728 0.5361
C -1.0142 -1.6023 1.1088
C -0.3466 -1.8816 -0.2032
H 1.9513 2.4889 -1.1817
H 1.5237 1.8340 0.4524
H 0.5018 3.0789 -0.2855
H -1.6131 0.4640 -0.4455
H 0.8119 0.4829 -1.3916
H 0.8858 -0.5097 1.0367
H -0.6857 -2.1443 1.9900
H -2.0708 -1.3471 1.1089
H -0.9627 -1.8361 -1.0993
H 0.4256 -2.6478 -0.2193